No. 1
The following is a quantum chemistry calculation of a structure of composition AsF6H28O14 at a distorted geometry, from the OMol25 dataset.

Last column: Löwdin spin population.
Geometry (Å):
As1 0.176 -0.036 0.104  0.000
F1 1.983 -0.204 -0.254  0.000
F2 -0.213 0.061 -1.653  0.000
F3 -1.610 0.084 0.531  0.000
F4 0.557 -0.209 1.868  0.000
F5 0.269 1.721 0.271  0.000
F6 0.060 -1.900 0.102  0.001
O1 -1.555 -3.648 1.611  0.013
H1 -0.883 -2.980 1.743  0.000
H2 -1.145 -4.291 1.033  0.000
O2 -3.030 0.068 2.776  0.000
H3 -2.383 -0.263 2.152  0.000
H4 -2.592 0.014 3.626  0.000
O3 3.846 -2.487 -0.466  0.246
H5 3.267 -1.741 -0.306  -0.002
H6 3.556 -2.840 -1.307  0.002
O4 -1.236 3.427 -1.022  0.005
H7 -1.629 3.476 -0.151  0.000
H8 -0.506 2.816 -0.923  0.000
O5 4.970 0.132 -0.398  0.616
H9 4.219 0.052 0.190  0.007
H10 5.159 -0.767 -0.668  0.003
O6 -0.578 -2.050 3.577  0.000
H11 -0.230 -1.295 3.103  0.000
H12 -0.202 -1.976 4.455  0.000
O7 -0.059 0.479 -4.687  0.000
H13 -0.685 1.151 -4.956  0.000
H14 -0.355 0.209 -3.818  0.000
O8 3.503 0.728 2.201  0.004
H15 2.594 0.435 2.132  0.000
H16 3.487 1.401 2.881  0.000
O9 2.269 -1.960 -3.070  0.000
H17 1.930 -1.238 -2.540  0.000
H18 1.489 -2.378 -3.433  0.000
O10 -5.039 0.252 0.920  0.001
H19 -5.620 0.896 1.324  0.000
H20 -4.319 0.155 1.543  0.000
O11 -2.954 0.076 -2.097  0.059
H21 -2.023 0.212 -1.924  0.000
H22 -3.401 0.613 -1.442  0.000
O12 1.371 4.563 -1.517  0.041
H23 0.754 4.247 -0.858  0.000
H24 1.786 5.324 -1.111  0.000
O13 0.297 3.932 1.681  0.000
H25 0.236 2.984 1.569  0.000
H26 -0.607 4.241 1.611  0.000
O14 -1.500 -4.013 -1.781  0.002
H27 -2.393 -3.698 -1.639  0.000
H28 -1.031 -3.771 -0.982  0.000

## Properties
<S²>: 0.76
Frontier orbital gap (alpha / beta) in eV: 8.67 / 1.86
HOMO (alpha / beta) in eV: -10.6 / -10.5
2S+1: 2
Relative energy (zero: lowest compared OMol25 entry of this formula, charge and spin) in kJ/mol: 95.4
Total energy in a.u.: -3905.0339

***

No. 2
The following is a quantum chemistry calculation of a structure of composition AsO4ReS5 at a distorted geometry, from the OMol25 dataset.

Last column: natural (NBO) charge in e.
Geometry (Å):
Re1 0.084 0.611 0.122  1.225
O1 0.464 0.843 2.156  -0.808
S1 0.676 2.227 1.622  2.444
O2 1.035 3.329 2.380  -0.679
O3 -0.651 2.262 0.776  -0.717
O4 1.588 1.779 0.419  -0.716
S2 -2.032 -3.727 -2.240  0.130
As1 -0.724 -2.142 -1.479  0.780
S3 -0.340 0.201 -2.014  0.153
S4 -0.257 -1.506 0.705  0.107
S5 0.155 -3.877 -2.448  0.082

## Properties
Frontier orbital gap (alpha / beta) in eV: 5.14 / 5.45
HOMO (alpha / beta) in eV: -17.6 / -17.6
Net charge: +2
Total energy in a.u.: -4605.1338